Computed, not measured: 2 unconnected molecules or ions with the total composition C4H8O4 at a distorted geometry, with ωB97M-V with the def2-TZVPD basis set.

Each line ends with the Löwdin charge.
Positions of all 16 atoms, in Å:
C -1.18399 2.31133 -3.36626  -0.03
C -0.75051 1.60668 -2.03560  -0.52
O -0.21364 2.19407 -0.97998  -0.04
O -0.81976 0.26393 -2.21764  0.00
H -1.55449 3.47599 -3.29238  0.13
H -0.24039 1.96779 -3.94534  0.11
H -2.20132 1.73645 -3.60263  0.11
H -0.22470 -0.15219 -1.29776  0.25
C 0.96357 -2.32061 3.41489  0.00
C 0.91594 -1.62797 1.95525  -0.51
O 0.99305 -2.22757 0.82140  -0.01
O 0.72573 -0.31446 2.05591  0.05
H 0.90917 -3.42355 3.55486  0.08
H 1.86701 -1.73313 3.69826  0.07
H 0.24825 -1.75575 4.19031  0.12
H 0.56609 -0.00104 1.04671  0.18

## Properties
- calculated total energy (eV) = -12465.3723
- spin multiplicity = 1
- SMILES string = CC(=O)O.CC(=O)O